C17H23BBrFI2N2O5P | ωB97M-V with the def2-TZVPD basis set

Positions of all 53 atoms, in Å:
C1 0.83622 -2.13005 1.32388
H1 -1.58609 -3.42335 -0.14636
P1 -1.37186 2.32185 1.44571
H2 3.45679 1.38754 0.03428
I1 -0.72271 5.10551 -2.44645
C2 4.17970 0.41439 -2.06202
H3 0.56001 1.84738 -3.80901
H4 0.99194 3.30102 -0.97822
C3 -0.93553 1.33669 -0.13016
C4 0.43135 0.51373 0.36334
C5 3.07901 0.72677 -0.88577
H5 0.60143 -3.19108 0.84195
I2 -2.87642 3.14933 -1.85192
H6 -1.36759 -1.28204 3.36660
H7 -3.86327 -1.34086 2.58948
H8 -2.51927 0.00066 -1.43710
H9 -3.09246 -2.43833 -0.76063
C6 -0.94649 2.05520 -1.59826
O1 0.82980 1.31550 1.52785
C7 -1.93516 0.02413 -0.41049
N1 -1.41927 -1.27511 0.16279
C8 0.78266 -2.23128 2.94605
H10 -0.25758 -1.56785 4.85865
H11 5.29787 0.81875 -1.97229
H12 2.17358 2.37005 -2.94380
C9 -0.25148 -1.22950 3.71307
H13 -3.23292 3.06423 2.44798
H14 -2.61683 -4.83471 1.56844
Br1 -0.53133 4.46842 1.36204
H15 1.16181 3.62475 -3.96050
B1 -3.11826 -2.84380 1.49736
H16 4.35357 -0.77527 -4.26169
H17 0.47582 -3.34713 3.23095
C10 0.22239 3.17224 -1.85131
C11 1.52667 0.20839 -0.83773
O2 -3.12484 2.56132 1.58940
C12 2.08179 -1.00627 -3.36731
O3 2.48478 1.72566 2.77203
C13 -0.14854 -1.03482 0.62110
O4 -2.68793 -4.07503 2.24650
C14 1.08192 2.70836 -3.20857
C15 3.66024 -0.48924 -3.36092
H18 0.05045 -0.09647 3.72643
O5 -4.26391 -2.10685 2.06236
C16 -2.29478 -2.50218 0.12350
N2 1.92909 0.83987 2.13574
H19 1.66268 -1.63271 -4.29145
H20 -2.82303 0.27952 0.34247
H21 1.95279 -1.85931 1.01122
H22 -0.07419 -1.09968 -2.23537
C17 1.02525 -0.70553 -2.14674
H23 -0.99371 1.20111 -2.42607
F1 2.16586 -2.02394 3.46894

Cartesian forces, eV/Å:
0.3 -0.2 -1.1
-1.5 2.0 0.6
-2.5 0.5 2.3
-0.9 -1.6 -2.3
3.2 0.9 0.1
-4.4 -1.8 -0.7
0.9 1.6 1.3
-1.9 -0.1 -1.5
-0.2 -2.2 -2.9
-1.1 -0.8 -2.2
-0.7 -1.2 -1.4
0.4 2.3 1.1
-1.3 -3.3 0.9
2.2 -0.2 0.3
-1.2 -1.2 -1.0
1.8 -0.3 1.8
1.9 0.3 1.7
0.5 0.1 0.1
-0.3 -1.0 -2.6
-3.9 2.2 2.4
3.9 2.7 0.1
-0.4 -0.4 0.7
0.0 0.7 -2.6
-2.9 -1.0 -0.2
-2.2 0.6 -0.4
0.3 0.1 1.5
0.2 -0.8 -1.2
0.3 1.6 1.7
-0.5 -1.1 -0.5
-0.1 -2.0 1.7
-1.1 -1.7 3.1
-1.5 0.7 2.0
0.9 2.5 -0.6
1.0 -1.2 -1.7
2.8 -0.8 -3.5
2.3 0.3 -0.2
0.8 1.7 2.7
-2.2 -3.0 -2.0
-0.7 -1.3 0.9
-1.4 1.4 -3.8
0.3 0.6 -0.6
-2.9 1.1 3.6
-0.4 -2.3 -0.3
4.3 0.1 -0.4
0.4 -1.6 -1.7
3.6 2.1 2.7
1.1 1.6 2.3
1.3 -0.6 -1.7
-2.5 -0.4 0.7
2.4 0.8 0.2
4.1 1.6 0.0
0.4 2.1 1.8
-3.1 -0.3 -1.2

Calculated values
LUMO level: -4.6 eV
Orbital gap: 5.45 eV
Net charge: +1
HOMO level: -10.051 eV